Entry 1:
Entry from the OMol25 dataset: C15H11CdN4O4S2 as an isolated structure (wB97M-V/def2-TZVPD).

For the energy above the lowest of the compared OMol25 structures with the same formula, charge and spin, the calculation gives 0.0 kJ/mol. The total energy is -56122.367 eV. As for the molar mass: 487.82 g mol⁻¹. As for the maximum force: 1.0 eV Å⁻¹. The value obtained for the gap between HOMO and LUMO is 7.1023 eV. As for the charge: -1. For the LUMO energy, the calculation gives 1.55 eV.

```
37
Properties=species:S:1:pos:R:3:lowdin_charge:R:1
C -1.380 -0.748 1.335 -0.30
H -0.128 -0.953 -1.942 0.10
C -2.749 -0.711 1.098 -0.02
H -0.654 2.405 1.686 0.12
C -1.281 1.537 1.519 -0.12
N 0.626 -1.976 1.079 -0.13
C -1.593 2.102 -2.053 -0.10
H -1.174 -2.962 1.286 0.12
C -2.943 2.770 -2.371 -0.72
C 5.123 -4.244 0.710 -0.47
C -1.421 0.734 -2.269 -0.01
O 2.181 2.147 0.749 -0.20
C -0.531 2.792 -1.475 0.04
H -0.579 3.859 -1.307 0.14
C -2.633 1.671 1.233 -0.04
Cd 1.659 0.059 0.816 1.25
C 0.579 2.095 -1.029 -0.23
C -0.639 -2.015 1.252 -0.09
N -0.662 0.362 1.562 0.04
H -4.423 0.597 0.760 0.12
O 1.917 3.978 -0.504 0.04
C 1.658 2.819 -0.217 -0.65
H -2.194 0.159 -2.760 0.12
H 5.608 -5.211 0.577 0.02
C 2.605 -3.016 0.893 -1.16
H -3.073 2.647 1.109 0.11
N 0.702 0.768 -1.179 -0.01
C -0.273 0.117 -1.820 -0.15
S 3.361 -4.609 0.779 0.81
S 3.594 -1.613 0.996 0.46
H 5.475 -3.784 1.629 0.02
O -3.149 3.054 -3.558 -0.02
C -3.377 0.523 1.022 -0.04
O -3.605 3.025 -1.342 -0.04
H 5.357 -3.601 -0.133 0.02
H -3.289 -1.630 0.917 0.11
N 1.307 -3.149 0.953 -0.13
```

Entry 2:
Entry from the OMol25 dataset: a single C15H11ClF4N2O molecule (wB97M-V/def2-TZVPD).

The total energy is -44155.202 eV. As for the molar mass: 346.71 g mol⁻¹. As for the maximum force: 0.9 eV Å⁻¹. The value obtained for the gap between HOMO and LUMO is 8.4113 eV. As for the charge: 0. For the LUMO energy, the calculation gives -0.18 eV.

```
34
Properties=species:S:1:pos:R:3:lowdin_charge:R:1
H -0.273 -1.955 -0.287 0.07
C -0.854 2.027 -0.351 -0.45
C -3.449 -2.051 0.246 -0.04
N 1.568 0.244 -0.936 0.11
H -0.470 0.156 -0.972 0.09
C -3.358 0.698 0.561 0.07
C -2.296 0.034 -0.042 -0.17
C -1.196 -2.100 -0.846 -0.05
N -1.177 0.725 -0.516 0.14
C 3.556 -0.185 0.281 -0.08
F 5.585 -1.259 -0.264 0.15
C 4.629 -1.158 0.678 -0.59
H 0.679 3.429 -0.896 0.09
F -5.473 0.616 1.577 0.06
F 4.148 -2.397 0.860 0.15
H 0.325 2.190 -2.128 0.14
C 2.508 -0.588 -0.537 -0.05
Cl 2.637 3.641 0.796 0.75
C 0.476 2.373 -1.063 -0.05
C -4.446 -0.034 0.995 -0.27
C -2.335 -1.360 -0.204 -0.21
H -3.337 1.766 0.694 0.11
H -1.413 -3.165 -0.871 0.08
H 4.397 1.488 1.342 0.13
C 1.591 1.521 -0.566 -0.28
H -1.036 -1.765 -1.871 0.09
C 3.604 1.140 0.698 0.00
C 2.605 2.003 0.276 -0.57
H 2.421 -1.610 -0.881 0.13
C -4.515 -1.406 0.848 -0.02
H -5.379 -1.947 1.196 0.11
F 5.249 -0.811 1.812 0.15
H -3.486 -3.124 0.125 0.11
O -1.486 2.865 0.243 0.09
```

Entry 3:
Entry from the OMol25 dataset: a single C15H11N3O2 molecule (wB97M-V/def2-TZVPD).

For the energy above the lowest of the compared OMol25 structures with the same formula, charge and spin, the calculation gives 137.7 kJ/mol. The total energy is -24296.440 eV. As for the molar mass: 265.27 g mol⁻¹. As for the maximum force: 5.6 eV Å⁻¹. The value obtained for the gap between HOMO and LUMO is 7.5224 eV. As for the charge: 0. For the LUMO energy, the calculation gives -0.38 eV.

```
31
Properties=species:S:1:pos:R:3:lowdin_charge:R:1
C 0.267 -1.125 0.565 0.05
H 3.218 0.288 1.658 0.13
H 2.521 5.466 -2.857 0.09
N -1.880 -2.667 2.854 0.12
C 1.964 2.718 -1.074 -0.19
C -3.037 -3.094 3.113 -0.13
C -2.063 -3.014 0.524 -0.01
H -1.756 -2.945 -0.540 0.12
C -3.837 -3.541 2.010 -0.07
O 2.006 -0.799 2.886 0.00
C -3.421 -3.444 0.705 -0.06
C 1.247 1.911 -2.009 -0.17
H -0.515 -0.860 -0.237 0.16
N 0.969 0.669 -1.397 0.17
H -4.018 -3.684 -0.239 0.13
C -1.342 -2.589 1.637 -0.32
H -4.746 -4.006 2.324 0.09
H 0.817 4.345 -4.582 0.09
C 2.295 4.031 -1.448 -0.02
H 0.241 1.823 -3.798 0.06
H -3.442 -3.243 4.047 0.09
C 0.851 2.478 -3.289 0.02
C 2.245 -0.158 1.845 -0.20
C 1.980 4.541 -2.755 -0.11
C 1.119 3.882 -3.658 -0.05
O 2.148 1.938 0.040 0.12
N -0.093 -2.038 1.504 0.10
C 1.340 -0.212 0.763 -0.13
C 1.492 0.789 -0.225 -0.36
H 0.542 -2.112 2.334 0.16
H 2.884 4.654 -0.701 0.13
```

Entry 4:
Entry from the OMol25 dataset: C15H11N3O4ReS4SbSe as an isolated structure (wB97M-V/def2-TZVPD).

The total energy is -145733.013 eV. As for the molar mass: 812.46 g mol⁻¹. As for the maximum force: 3.8 eV Å⁻¹. The value obtained for the gap between HOMO and LUMO (spin up / spin down) is 5.0144 / 5.0130 eV. As for the charge: +2. For the LUMO energy (spin up / spin down), the calculation gives -8.77 / -8.77 eV.

```
40
Properties=species:S:1:pos:R:3:lowdin_charge:R:1
O -1.211 1.846 -1.098 0.14
C -3.918 -1.830 0.653 0.02
C 4.405 0.456 -0.954 -0.46
H 0.513 1.445 1.845 0.08
O 3.627 -0.592 -0.525 -0.28
C 1.128 1.934 -1.598 -0.13
N 2.181 1.039 -1.721 0.03
C -3.489 1.010 0.999 0.03
C -2.703 -1.358 1.088 -0.15
S 0.704 -5.077 1.208 -0.05
H -0.911 1.731 2.980 0.13
H -5.786 -1.205 -0.069 0.11
C -0.158 1.285 -1.317 -0.53
S 2.703 -6.303 1.172 0.04
H -1.188 -3.019 1.197 0.13
N -1.427 -2.009 1.200 0.15
H -4.211 -2.877 0.710 0.13
C 3.492 1.423 -1.488 -0.17
H 4.822 3.027 -1.425 0.16
O -0.031 -0.040 -1.277 -0.24
H -5.536 1.200 0.330 0.12
H 2.938 4.644 -0.969 0.14
Sb 1.019 -4.918 -1.439 0.73
N -1.153 0.184 1.589 -0.04
S 3.308 -5.694 -0.651 -0.05
S 1.376 -2.652 -2.301 0.06
C -2.489 0.008 1.259 -0.14
Re 1.806 -0.896 -1.100 1.02
H -3.340 2.010 1.225 0.10
C -4.893 -0.823 0.373 -0.02
C -0.508 -1.071 1.422 -0.61
C 3.773 2.736 -1.453 0.07
C -4.704 0.565 0.532 -0.02
O 5.582 0.547 -0.683 0.21
C 1.320 3.287 -1.508 0.09
C 2.682 3.643 -1.338 0.09
C -0.579 1.479 1.959 0.01
H 0.471 3.905 -1.435 0.13
Se 1.338 -1.271 1.330 0.89
H -0.951 2.229 1.277 0.08
```

Entry 5:
Entry from the OMol25 dataset: C15H11N4NiS3 as an isolated structure (wB97M-V/def2-TZVPD).

The total energy is -95244.988 eV. Its spin multiplicity is 3. As for the molar mass: 402.17 g mol⁻¹. As for the maximum force: 1.2 eV Å⁻¹. The value obtained for the gap between HOMO and LUMO (spin up / spin down) is 6.5611 / 6.6035 eV. As for the charge: -1. As for the expectation value of S²: 2.009. For the LUMO energy (spin up / spin down), the calculation gives 2.29 / 2.28 eV.

```
34
Properties=species:S:1:pos:R:3:lowdin_charge:R:1
S 0.053 0.505 4.090 0.55
C -1.263 1.577 4.446 -0.77
C 3.719 -2.574 0.731 -0.12
S -1.918 1.609 1.833 0.60
N -0.639 0.208 -0.235 -0.10
H -1.786 -0.177 -4.861 0.08
C 2.651 -1.674 0.960 -0.79
C -0.760 1.453 -2.265 -0.02
H -3.209 0.673 -4.263 0.08
Ni 0.158 0.094 1.855 0.20
C -1.441 1.960 5.829 -0.29
C -3.193 2.922 3.850 -0.29
H -1.714 -1.543 -0.152 0.12
H 3.760 -2.437 -2.658 0.09
H 0.346 1.991 -0.501 0.11
N -1.583 2.254 6.936 0.13
C 2.459 -1.356 -1.333 -0.17
C 4.120 -2.853 -0.557 -0.11
N -4.071 3.630 4.093 0.13
C -1.957 -0.582 -2.059 -0.02
C -1.607 0.515 -2.838 -0.27
C -2.100 2.039 3.498 -0.79
S 2.086 -1.301 2.564 0.52
H 4.201 -3.035 1.584 0.09
H 4.934 -3.547 -0.737 0.10
C -1.455 -0.697 -0.777 -0.13
H 1.931 -0.840 -2.135 0.10
C -2.117 0.663 -4.245 -0.05
C 3.476 -2.239 -1.632 -0.11
H -2.623 -1.347 -2.444 0.11
H -1.756 1.585 -4.702 0.07
H -0.455 2.336 -2.815 0.11
N 2.058 -1.072 -0.088 0.00
C -0.304 1.264 -0.971 -0.16
```

Entry 6:
Entry from the OMol25 dataset: a single C15H12BCl4NO molecule (wB97M-V/def2-TZVPD).

For the energy above the lowest of the compared OMol25 structures with the same formula, charge and spin, the calculation gives 60.2 kJ/mol. The total energy is -70056.306 eV. As for the molar mass: 374.89 g mol⁻¹. As for the maximum force: 2.6 eV Å⁻¹. The value obtained for the gap between HOMO and LUMO is 6.9738 eV. As for the charge: 0. For the LUMO energy, the calculation gives -1.96 eV.

```
34
Properties=species:S:1:pos:R:3:lowdin_charge:R:1
Cl -1.174 3.686 3.064 0.43
C -1.072 -2.120 0.659 0.02
C -1.392 0.402 -0.135 -0.12
H 3.299 2.501 -1.737 0.10
H -0.801 2.326 0.390 0.13
H 0.837 2.541 -1.253 0.11
C -1.136 -3.452 0.199 -0.05
H -0.935 -1.832 1.727 0.14
Cl -2.016 0.959 4.423 0.46
H -0.961 -2.922 -3.182 0.11
H -1.201 1.854 -1.930 0.16
H -1.140 -4.243 0.947 0.11
H -2.409 0.622 0.328 0.11
C 1.017 1.205 0.400 -0.16
N -0.876 -0.201 -2.377 0.18
C 3.164 0.192 0.786 -0.07
C -1.127 -1.093 -0.290 -0.09
C 1.811 0.312 1.123 0.01
C 1.529 1.944 -0.653 -0.04
B -1.744 1.891 2.822 -1.85
C -1.197 -3.762 -1.185 -0.06
C -1.190 0.818 -1.593 0.09
C -0.909 -1.424 -1.643 -0.17
C -0.476 1.322 0.692 -0.29
C 2.891 1.861 -0.959 -0.09
H 3.807 -0.490 1.329 0.10
O -0.696 1.222 2.099 -0.17
Cl 5.389 0.936 -0.576 0.71
H -0.624 -0.170 -3.374 0.20
Cl -3.412 1.971 1.888 0.47
C -0.982 -2.731 -2.114 -0.01
C 3.731 0.980 -0.240 -0.70
H 1.358 -0.311 1.883 0.12
H -1.366 -4.793 -1.514 0.11
```

Entry 7:
Entry from the OMol25 dataset: a single C15H12BF2N3O4 molecule (wB97M-V/def2-TZVPD).

The total energy is -34520.149 eV. As for the molar mass: 347.09 g mol⁻¹. As for the maximum force: 4.5 eV Å⁻¹. The value obtained for the gap between HOMO and LUMO is 8.7414 eV. As for the charge: 0. For the LUMO energy, the calculation gives -0.29 eV.

```
37
Properties=species:S:1:pos:R:3:lowdin_charge:R:1
H -2.603 -1.066 1.357 0.13
C -2.263 1.333 3.818 -0.15
H -0.414 -1.317 -3.434 0.10
O 4.144 -3.260 -3.280 0.10
C 0.796 -1.032 -0.403 -0.01
C -1.701 2.344 3.075 0.03
H -0.628 3.706 -1.828 0.09
C -2.388 -0.109 1.813 0.09
C -1.789 0.919 1.070 -0.17
C 0.301 -1.371 -2.656 -0.03
C -0.769 2.272 -0.319 -0.33
C 1.428 -2.158 -2.800 -0.02
C -1.363 -0.088 -1.191 -0.08
N -1.307 1.000 -0.224 0.02
O -2.216 4.371 4.260 0.07
O 4.056 -4.108 -0.912 0.17
H 4.860 -4.634 -1.070 0.12
N -1.313 3.553 3.896 -0.26
F -3.146 -0.832 3.939 0.06
H 1.794 -2.436 -3.777 0.11
N -0.811 2.924 0.819 0.19
B 3.572 -3.330 -1.930 -0.51
H 0.575 -0.465 0.436 0.09
C 1.889 -1.904 -0.544 -0.02
H -2.123 -0.767 -0.780 0.13
H 0.874 3.094 -1.305 0.10
H 4.852 -3.892 -3.279 0.07
C -2.509 0.117 3.169 -0.17
H 2.459 -2.026 0.370 0.12
H -1.719 0.408 -2.196 0.17
F -2.766 1.400 5.065 0.12
C -1.480 2.114 1.663 -0.18
C 2.235 -2.543 -1.703 -0.09
H -0.193 2.126 -2.390 0.09
O -0.076 3.692 4.210 0.06
C -0.103 -0.826 -1.430 -0.21
C -0.158 2.790 -1.509 0.00
```

Entry 8:
Entry from the OMol25 dataset: C15H12F5NO10STeTi as an isolated structure (wB97M-V/def2-TZVPD).

For the energy above the lowest of the compared OMol25 structures with the same formula, charge and spin, the calculation gives 0.0 kJ/mol. The total energy is -92554.167 eV. As for the molar mass: 668.78 g mol⁻¹. As for the maximum force: 0.4 eV Å⁻¹. The value obtained for the gap between HOMO and LUMO is 7.6697 eV. As for the charge: -2. For the LUMO energy, the calculation gives 4.12 eV.

```
46
Properties=species:S:1:pos:R:3:lowdin_charge:R:1
C -3.551 2.816 -1.263 -0.17
C 0.931 -4.636 0.014 -0.03
H -1.634 -3.578 2.689 0.10
H -2.552 1.426 1.669 0.12
F 2.840 4.937 -1.152 -0.57
H -2.360 3.021 -3.017 0.13
F -0.006 4.435 1.438 -0.55
O 1.548 -1.349 3.450 -0.35
C 0.166 -5.601 0.654 -0.10
F 1.032 6.574 0.098 -0.58
O -4.640 3.791 -3.034 0.03
C -0.122 1.873 -2.260 -0.17
O 2.046 0.274 1.737 -0.43
Ti 1.703 0.983 0.094 1.08
C -0.932 -3.875 1.921 -0.07
H -1.352 -5.972 2.124 0.09
N -4.709 3.419 -1.869 -0.37
C -2.533 1.770 0.644 0.03
O 3.799 -0.413 3.266 -0.34
H -0.226 2.227 -3.299 0.14
H -0.278 -1.862 1.520 0.12
C -1.279 2.065 -1.428 -0.12
F 3.220 0.551 -0.792 -0.36
H 0.304 -6.649 0.415 0.09
C -3.614 2.364 0.072 0.00
C -1.306 1.596 -0.075 -0.31
H 2.533 -2.982 -2.077 0.09
H -4.533 2.502 0.624 0.11
O 0.930 1.330 -1.945 -0.03
O -5.725 3.536 -1.194 0.03
C 0.751 -3.291 0.311 -0.14
O 2.977 -1.963 1.581 -0.34
H 3.381 -3.288 -0.535 0.08
H 3.368 -1.649 -1.239 0.07
C 2.799 -2.564 -1.099 -0.02
O -0.324 1.028 0.483 -0.09
Te 1.612 4.710 0.367 1.89
C 1.532 -2.220 -0.377 -0.38
F 0.389 4.409 -1.043 -0.43
H 1.672 -4.933 -0.718 0.10
S 2.641 -0.944 2.584 0.35
C -0.765 -5.219 1.610 -0.11
C -0.184 -2.910 1.269 0.00
O 1.032 -1.106 -0.462 -0.02
O 1.815 2.701 0.240 -0.66
C -2.395 2.668 -1.995 0.05
```